Record 1
ORCA calculation (wB97M-V/def2-TZVPD) on an isolated molecule of C6H4Cl4 at a distorted geometry.

The calculation puts the HOMO energy (alpha / beta) at -8.2 / -8.8 eV. The energy above the lowest of the compared OMol25 structures with the same formula, charge and spin comes out at 3.516 eV. For the gap between HOMO and LUMO (alpha / beta), the calculation gives 6.849 / 7.736 eV.

Each line ends with the natural charge from an NBO analysis.
CARTESIAN COORDINATES (ANGSTROEM)
1 C 0.144 0.744 0.718  -0.12
2 C -0.939 -0.304 -0.919  0.14
3 C -0.338 1.195 1.954  -0.20
4 C -1.776 -1.203 -0.831  -0.27
5 C 1.364 0.138 0.602  -0.17
6 C -0.512 1.011 -0.620  -0.33
7 Cl -1.920 1.727 2.233  0.07
8 Cl -3.504 -0.750 -1.099  -0.06
9 Cl 2.220 -0.574 1.901  0.04
10 Cl -1.678 2.365 -0.692  -0.01
11 H 0.284 0.804 2.710  0.21
12 H -1.592 -2.226 -0.562  0.24
13 H 1.627 -0.096 -0.406  0.21
14 H 0.235 1.253 -1.346  0.24

Record 2
ORCA calculation (wB97M-V/def2-TZVPD) on a structure of composition C12H20AsCl3FeS4Sb2Si.

As for the spin multiplicity: 5. The calculation puts the HOMO energy (alpha / beta) at -1.7 / -1.7 eV. The energy above the lowest of the compared OMol25 structures with the same formula, charge and spin comes out at 0.399 eV. The total charge is -2. For the gap between HOMO and LUMO (alpha / beta), the calculation gives 6.016 / 6.006 eV.

Each line ends with the natural charge from an NBO analysis.
CARTESIAN COORDINATES (ANGSTROEM)
1 Fe -2.028 -2.137 1.319  0.91
2 C 3.129 -2.758 0.010  -1.02
3 Sb 1.161 -1.872 0.158  1.11
4 C 1.227 -1.143 -1.867  -1.03
5 C 1.857 -0.061 1.195  -0.78
6 C 2.013 1.130 0.320  -0.02
7 C 3.230 1.358 -0.324  -0.22
8 C 3.407 2.410 -1.210  -0.24
9 C 2.349 3.270 -1.464  -0.24
10 C 1.139 3.070 -0.816  -0.21
11 C 0.943 2.019 0.081  -0.03
12 C -0.385 1.865 0.748  -0.77
13 Sb -1.744 0.438 -0.154  1.07
14 C -1.617 1.291 -2.138  -1.02
15 C -3.505 1.508 0.381  -1.00
16 H 3.826 -2.070 -0.472  0.21
17 H 3.049 -3.670 -0.582  0.22
18 H 3.498 -3.012 1.004  0.22
19 H 1.668 -0.148 -1.929  0.22
20 H 0.221 -1.137 -2.279  0.24
21 H 1.830 -1.847 -2.441  0.22
22 H 2.815 -0.353 1.630  0.22
23 H 1.139 0.080 2.000  0.27
24 H 4.052 0.677 -0.128  0.20
25 H 4.364 2.553 -1.698  0.20
26 H 2.465 4.096 -2.155  0.20
27 H 0.314 3.749 -1.002  0.20
28 H -0.933 2.807 0.724  0.22
29 H -0.311 1.542 1.787  0.27
30 H -1.883 2.348 -2.094  0.21
31 H -2.314 0.770 -2.796  0.22
32 H -0.610 1.185 -2.538  0.23
33 H -3.410 2.549 0.067  0.20
34 H -3.657 1.442 1.459  0.29
35 H -4.352 1.035 -0.118  0.23
36 S -3.412 -2.123 5.548  -0.76
37 As -3.047 -0.858 3.899  0.97
38 S -4.131 -1.628 2.064  -0.80
39 S -0.947 -1.198 3.131  -0.86
40 S -3.357 1.232 4.122  -0.80
41 Cl -3.874 -4.665 -1.121  -0.47
42 Si -2.014 -4.038 -0.333  0.71
43 Cl -0.991 -3.787 -2.226  -0.51
44 Cl -1.174 -5.919 0.234  -0.48

Record 3
ORCA calculation (wB97M-V/def2-TZVPD) on a cluster of 2 separate species, C7H18BrFN3O3P2 in total at a distorted geometry.

The calculation puts the HOMO energy at -12.1 eV. The total charge is +1. For the gap between HOMO and LUMO, the calculation gives 7.570 eV.

Each line ends with the natural charge from an NBO analysis.
CARTESIAN COORDINATES (ANGSTROEM)
1 O -3.041 -1.860 0.757  -1.05
2 P -1.688 -1.441 0.204  1.45
3 C -0.486 -0.845 1.503  -0.41
4 C 0.135 -2.139 2.232  -0.24
5 N 0.347 -1.519 3.554  -0.74
6 P 1.018 -2.409 4.898  1.20
7 O 0.517 -1.574 6.295  -0.96
8 Br 3.272 -2.103 4.912  -0.18
9 C 0.096 -0.144 3.549  0.66
10 N 0.665 0.846 4.162  -0.09
11 F 1.702 0.591 4.957  -0.12
12 N -1.032 0.004 2.609  -0.58
13 H -1.065 -2.562 -0.443  -0.04
14 H -1.887 -0.469 -0.813  -0.02
15 H 0.281 -0.145 1.074  0.25
16 H -0.705 -2.867 2.266  0.25
17 H 1.103 -2.456 1.792  0.26
18 H -0.350 -1.940 6.529  0.51
19 H 0.384 1.820 4.049  0.45
20 H -1.732 -0.545 3.128  0.40
21 C -1.284 2.621 -4.064  -0.65
22 C -0.052 2.567 -3.177  -0.07
23 O 0.163 1.294 -2.581  -0.56
24 C 0.380 0.211 -3.472  -0.06
25 C 1.613 0.378 -4.342  -0.65
26 H -2.163 2.262 -3.526  0.21
27 H -1.467 3.644 -4.397  0.23
28 H -1.167 1.998 -4.952  0.21
29 H -0.181 3.270 -2.352  0.18
30 H 0.840 2.887 -3.723  0.17
31 H -0.511 0.034 -4.083  0.17
32 H 0.509 -0.677 -2.847  0.17
33 H 1.496 1.201 -5.049  0.21
34 H 1.799 -0.530 -4.918  0.22
35 H 2.490 0.594 -3.729  0.21

Record 4
ORCA calculation (wB97M-V/def2-TZVPD) on a cluster of 2 separate species, C3H7NO3 in total at a distorted geometry.

Its SMILES is CC(=O)NC=O.O. The calculation puts the HOMO energy at -10.1 eV. The energy above the lowest of the compared OMol25 structures with the same formula, charge and spin comes out at 2.151 eV. For the gap between HOMO and LUMO, the calculation gives 10.674 eV.

Each line ends with the natural charge from an NBO analysis.
CARTESIAN COORDINATES (ANGSTROEM)
1 O -1.575 -1.024 0.696  -0.53
2 C -1.104 -0.563 -0.304  0.71
3 N 0.024 0.338 -0.041  -0.72
4 C 1.034 1.003 -0.802  0.51
5 O 1.962 1.641 -0.180  -0.58
6 C -1.151 -0.981 -1.744  -0.73
7 H 0.572 0.301 0.884  0.47
8 H 1.265 0.610 -1.827  0.14
9 H -0.829 -0.130 -2.323  0.22
10 H -2.071 -1.288 -2.241  0.25
11 H -0.379 -1.744 -1.948  0.25
12 H 1.395 1.050 3.389  0.48
13 H 0.055 0.330 3.493  0.48
14 O 0.801 0.458 2.948  -0.94

Record 5
ORCA calculation (wB97M-V/def2-TZVPD) on a structure of composition C10H24N6O7Zn at a distorted geometry.

The calculation puts the HOMO energy (alpha / beta) at -8.1 / -7.7 eV. The energy above the lowest of the compared OMol25 structures with the same formula, charge and spin comes out at 0.641 eV. For the gap between HOMO and LUMO (alpha / beta), the calculation gives 7.046 / 5.534 eV.

Each line ends with the natural charge from an NBO analysis.
CARTESIAN COORDINATES (ANGSTROEM)
1 O -0.724 1.504 -2.569  -0.72
2 H -1.473 0.887 -2.903  0.43
3 Zn -0.015 -0.055 -0.977  1.63
4 N -1.742 -0.745 0.698  -0.05
5 N -1.297 1.691 -0.248  -0.08
6 N 1.966 -0.886 -0.247  -0.18
7 N 1.464 1.388 -1.220  -0.19
8 O -1.763 -1.708 1.531  -0.54
9 O 2.496 -1.737 0.665  -0.60
10 O 1.272 2.658 -1.562  -0.55
11 O -1.115 2.887 -0.620  -0.42
12 C -2.562 1.425 0.213  0.15
13 C -2.785 0.127 0.756  0.15
14 C 2.964 -0.333 -0.940  0.16
15 C 2.669 0.915 -1.555  0.16
16 C -4.088 -0.269 1.364  -0.68
17 H -4.286 0.264 2.301  0.23
18 H -4.118 -1.344 1.560  0.26
19 H -4.909 -0.026 0.683  0.23
20 C -3.573 2.524 0.187  -0.68
21 H -3.766 2.838 -0.856  0.24
22 H -3.156 3.389 0.729  0.25
23 H -4.518 2.198 0.659  0.22
24 C 4.260 -1.042 -0.940  -0.67
25 C 3.624 1.608 -2.452  -0.68
26 H 4.132 -2.104 -1.157  0.24
27 H 4.797 -0.979 0.008  0.24
28 H 4.931 -0.648 -1.699  0.22
29 H 3.185 2.542 -2.793  0.26
30 H 3.887 1.001 -3.326  0.23
31 H 4.553 1.828 -1.920  0.23
32 H 1.846 -1.879 1.447  0.50
33 H 0.303 2.862 -1.236  0.51
34 C -0.345 -1.598 -1.846  -1.23
35 H -1.372 -1.916 -1.614  0.24
36 H 0.519 -2.258 -1.846  0.23
37 H -0.533 -1.051 -2.810  0.20
38 O -3.271 -3.764 0.183  -0.96
39 H -2.892 -4.637 0.121  0.46
40 H -2.624 -3.249 0.717  0.49
41 N 1.714 0.469 3.467  -0.84
42 C 0.921 -0.028 2.450  0.80
43 N 0.759 -1.426 2.537  -0.90
44 O 0.526 0.676 1.514  -0.63
45 H 1.700 -0.009 4.357  0.38
46 H 1.662 1.518 3.546  0.41
47 H -0.180 -1.721 2.178  0.45
48 H 0.958 -1.787 3.463  0.38

Record 6
ORCA calculation (wB97M-V/def2-TZVPD) on a cluster of 2 separate species, C3H7NO2S2 in total at a distorted geometry.

As for the spin multiplicity: 3. The calculation puts the HOMO energy (alpha / beta) at -8.1 / -8.6 eV. The energy above the lowest of the compared OMol25 structures with the same formula, charge and spin comes out at 4.646 eV. For the gap between HOMO and LUMO (alpha / beta), the calculation gives 8.127 / 6.435 eV.

Each line ends with the natural charge from an NBO analysis.
CARTESIAN COORDINATES (ANGSTROEM)
1 C 1.063 -0.632 -0.437  -0.02
2 C 0.034 0.087 -1.364  -0.57
3 C -0.217 0.133 1.462  -0.32
4 N 0.537 -0.894 0.847  -0.63
5 O -2.309 0.792 0.091  -0.82
6 O 1.703 1.646 -0.136  -0.98
7 S -2.835 -0.714 -0.266  0.29
8 S -0.590 1.220 -0.012  1.09
9 H 1.499 -1.403 -0.961  0.19
10 H 1.849 0.812 -0.333  0.38
11 H 0.594 0.677 -2.194  0.28
12 H -0.722 -0.493 -1.742  0.22
13 H -1.057 -0.223 2.020  0.23
14 H 0.323 0.850 2.112  0.24
15 H 0.129 -1.859 0.914  0.40

Record 7
ORCA calculation (wB97M-V/def2-TZVPD) on a cluster of 2 separate species, CH5NS in total at a distorted geometry.

Its SMILES is C=N.S. The calculation puts the HOMO energy at -9.6 eV. The energy above the lowest of the compared OMol25 structures with the same formula, charge and spin comes out at 0.845 eV. For the gap between HOMO and LUMO, the calculation gives 10.291 eV.

Each line ends with the natural charge from an NBO analysis.
CARTESIAN COORDINATES (ANGSTROEM)
1 S -1.278 1.780 0.128  -0.29
2 H -2.039 1.871 1.232  0.15
3 C 1.090 -1.039 -0.271  -0.04
4 N 0.470 -1.840 -1.071  -0.62
5 H 0.618 -0.559 0.586  0.16
6 H 2.126 -0.831 -0.528  0.16
7 H -0.444 2.313 1.043  0.15
8 H -0.544 -1.697 -1.120  0.34

Record 8
ORCA calculation (wB97M-V/def2-TZVPD) on an isolated molecule of C3H6S2 at a distorted geometry.

The calculation puts the HOMO energy (alpha / beta) at -7.9 / -7.9 eV. The energy above the lowest of the compared OMol25 structures with the same formula, charge and spin comes out at 2.291 eV. For the gap between HOMO and LUMO (alpha / beta), the calculation gives 7.186 / 7.189 eV.

Each line ends with the natural charge from an NBO analysis.
CARTESIAN COORDINATES (ANGSTROEM)
1 C 0.141 1.012 0.908  -0.58
2 C -0.422 0.002 -0.001  0.03
3 C 0.293 -0.612 -1.128  -0.70
4 S -0.328 2.458 -0.197  -0.27
5 S -2.060 -0.564 0.224  0.12
6 H -0.383 1.233 1.815  0.23
7 H 1.236 1.158 1.114  0.25
8 H 0.561 -1.661 -0.972  0.25
9 H 1.334 -0.130 -1.441  0.26
10 H -0.333 -0.522 -1.965  0.25
11 H -2.660 0.168 1.190  0.16

Record 9
ORCA calculation (wB97M-V/def2-TZVPD) on a structure of composition C3H7NOS at a distorted geometry.

The calculation puts the HOMO energy at -8.1 eV. The energy above the lowest of the compared OMol25 structures with the same formula, charge and spin comes out at 5.101 eV. For the gap between HOMO and LUMO, the calculation gives 8.988 eV.

Each line ends with the natural charge from an NBO analysis.
CARTESIAN COORDINATES (ANGSTROEM)
1 C 1.812 -1.097 -1.863  -0.29
2 C 0.623 0.577 -0.645  0.41
3 C -1.765 -0.723 1.869  -0.81
4 H 2.652 -1.398 -1.154  0.20
5 H 0.793 -1.566 -1.689  0.22
6 H 2.245 -1.077 -3.071  0.21
7 H 0.468 1.735 -0.503  0.14
8 H -2.997 -1.114 1.473  0.24
9 H -0.886 -1.543 1.679  0.26
10 H -1.778 -0.124 3.055  0.23
11 N -0.068 -0.172 0.012  -0.68
12 O 1.355 0.255 -1.695  -0.51
13 S -0.929 0.732 1.095  0.38

Record 10
ORCA calculation (wB97M-V/def2-TZVPD) on a cluster of 2 separate species, C4H14NOS in total at a distorted geometry.

The calculation puts the HOMO energy at -12.8 eV. The energy above the lowest of the compared OMol25 structures with the same formula, charge and spin comes out at 1.488 eV. The total charge is +1. For the gap between HOMO and LUMO, the calculation gives 9.758 eV.

Each line ends with the natural charge from an NBO analysis.
CARTESIAN COORDINATES (ANGSTROEM)
1 C 0.103 -2.106 0.482  -0.62
2 C 0.330 -0.850 -0.394  -0.01
3 C 1.270 0.097 0.274  -0.46
4 C 1.484 1.502 -0.226  -0.52
5 S 1.109 1.731 -2.013  -0.15
6 N -1.061 -0.076 -0.667  -0.73
7 H -0.120 -2.006 1.502  0.23
8 H -0.681 -2.730 -0.147  0.22
9 H 0.999 -2.720 0.390  0.25
10 H 0.647 -1.276 -1.310  0.23
11 H 2.185 -0.562 0.044  0.25
12 H 1.160 0.176 1.372  0.24
13 H 0.867 2.232 0.169  0.22
14 H 2.456 2.032 0.022  0.27
15 H 1.999 2.679 -2.535  0.21
16 H -1.402 0.450 0.098  0.46
17 H -0.860 0.510 -1.506  0.45
18 H -1.730 -0.806 -1.067  0.44
19 H -2.563 0.222 2.466  0.50
20 H -3.493 1.067 1.513  0.51
21 O -2.698 0.432 1.532  -0.99

Record 11
ORCA calculation (wB97M-V/def2-TZVPD) on a structure of composition C22H40BMnN12OS at a distorted geometry.

As for the spin multiplicity: 2. The calculation puts the HOMO energy (alpha / beta) at -15.4 / -15.4 eV. The energy above the lowest of the compared OMol25 structures with the same formula, charge and spin comes out at 0.269 eV. The total charge is +3. For the gap between HOMO and LUMO (alpha / beta), the calculation gives 4.446 / 4.294 eV.

Each line ends with the Mulliken spin population.
CARTESIAN COORDINATES (ANGSTROEM)
1 Mn -0.077 0.000 0.250  0.88
2 C -1.844 -1.275 3.052  0.00
3 C -0.583 -0.489 3.217  0.00
4 C 0.116 -0.288 4.398  0.00
5 C 1.171 0.544 4.064  0.01
6 N 1.090 0.835 2.767  0.00
7 N 0.023 0.202 2.222  -0.03
8 B 2.053 1.592 1.819  -0.01
9 N 1.198 2.482 0.859  0.00
10 C 1.385 3.777 0.596  -0.01
11 C 0.544 4.144 -0.438  0.00
12 C -0.140 2.985 -0.783  -0.01
13 C -1.157 2.846 -1.869  0.00
14 N 0.268 1.970 0.010  -0.02
15 N 2.692 0.507 0.932  0.00
16 C 3.959 0.126 0.765  0.02
17 C 3.995 -0.861 -0.200  0.01
18 C 2.681 -1.032 -0.609  0.01
19 C 2.212 -1.907 -1.716  0.00
20 N 1.877 -0.213 0.106  -0.02
21 N 3.014 2.446 2.567  0.00
22 C 2.767 3.281 3.620  0.00
23 C 3.851 4.091 3.776  0.00
24 C 4.750 3.704 2.741  0.00
25 C 6.096 4.265 2.445  0.00
26 N 4.231 2.732 2.017  0.00
27 H -2.697 -0.716 3.447  0.00
28 H -1.788 -2.193 3.635  0.00
29 H -2.031 -1.543 2.013  0.00
30 H -0.115 -0.691 5.369  0.00
31 H 1.970 0.937 4.671  0.00
32 H 2.105 4.355 1.154  0.00
33 H 0.449 5.117 -0.889  0.00
34 H -0.672 2.791 -2.844  0.00
35 H -1.810 3.718 -1.884  0.00
36 H -1.771 1.952 -1.762  0.00
37 H 4.747 0.617 1.309  0.00
38 H 4.867 -1.356 -0.591  0.00
39 H 3.070 -2.213 -2.312  0.00
40 H 1.534 -1.358 -2.361  0.00
41 H 1.719 -2.810 -1.354  0.00
42 H 1.837 3.251 4.166  0.00
43 H 4.000 4.852 4.523  0.00
44 H 6.706 4.299 3.347  0.00
45 H 6.012 5.287 2.072  0.00
46 H 6.603 3.663 1.695  0.00
47 N -6.020 0.978 0.230  0.00
48 C -4.633 1.362 0.695  0.00
49 C -3.566 0.405 0.156  0.00
50 N -2.229 0.785 0.632  -0.01
51 H -6.709 1.679 0.521  0.00
52 H -6.322 0.082 0.623  0.00
53 H -6.078 0.904 -0.789  0.00
54 H -4.664 1.359 1.784  0.00
55 H -4.464 2.383 0.355  0.00
56 H -3.573 0.399 -0.935  0.00
57 H -3.768 -0.616 0.488  0.00
58 H -2.195 0.718 1.646  0.00
59 H -2.031 1.761 0.417  0.00
60 C 0.240 -2.812 0.877  0.00
61 O -0.436 -1.730 0.254  0.04
62 H 0.498 -3.566 0.129  0.00
63 H -0.427 -3.270 1.608  0.00
64 H 1.158 -2.482 1.364  0.00
65 C -0.118 -2.932 -5.270  0.00
66 N -0.369 -1.927 -4.222  0.01
67 C -0.768 -2.080 -2.976  -0.02
68 S -1.208 -0.590 -2.135  0.13
69 N -0.918 -3.214 -2.324  0.00
70 C -0.623 -4.591 -2.751  0.00
71 H -0.210 -2.427 -6.227  0.00
72 H -0.856 -3.724 -5.234  0.00
73 H 0.887 -3.339 -5.180  0.00
74 H -0.225 -0.967 -4.502  0.00
75 H -1.263 -3.095 -1.383  0.00
76 H -1.361 -4.951 -3.462  0.00
77 H -0.670 -5.216 -1.864  0.00
78 H 0.377 -4.662 -3.170  0.00

Record 12
ORCA calculation (wB97M-V/def2-TZVPD) on an isolated molecule of C3H5N at a distorted geometry.

Its SMILES is C#CCN. The calculation puts the HOMO energy at -9.6 eV. The energy above the lowest of the compared OMol25 structures with the same formula, charge and spin comes out at 2.026 eV. For the gap between HOMO and LUMO, the calculation gives 10.618 eV.

Each line ends with the natural charge from an NBO analysis.
CARTESIAN COORDINATES (ANGSTROEM)
1 C -0.085 -0.144 0.660  -0.29
2 C 0.529 -0.542 -0.640  -0.03
3 C 1.113 -0.981 -1.606  -0.23
4 H -0.744 1.556 -0.169  0.35
5 H -1.316 1.359 1.325  0.35
6 H 0.748 0.296 1.265  0.19
7 H -0.556 -0.957 1.210  0.22
8 H 1.457 -1.421 -2.497  0.23
9 N -1.147 0.833 0.453  -0.81